Record 1
Here is a structure of composition C13H13NO4Sn from the Open Molecules 2025 dataset. Energies are from ωB97M-V with the def2-TZVPD basis set.

Values from the calculation:
- orbital gap (eV) = 7.3
- energy relative to the best compared isomer or geometry (same formula, charge and spin) (kJ/mol) = 0.0
- electronic energy (a.u.) = -1072.490316
- net charge = +2

Each line ends with the natural charge from an NBO analysis.
Positions of all 32 atoms, in Å:
O 0.972 -3.661 -2.479  -0.351
C 0.725 -2.564 -2.693  0.535
Sn 0.574 -0.065 -2.248  0.877
O -1.638 0.033 -5.469  -0.403
C -0.977 0.024 -4.540  0.481
C 2.879 0.050 -3.050  0.561
O 4.021 0.074 -3.136  -0.321
C 0.715 2.587 -2.362  0.524
O 0.976 3.697 -2.386  -0.367
C -1.191 1.846 1.331  -0.424
N -1.848 0.511 1.403  -0.340
C -3.326 0.612 1.219  -0.418
C -1.246 -0.521 0.458  -0.247
C 0.209 -0.700 0.751  -0.025
C 0.549 -1.102 2.053  -0.227
C 1.891 -1.259 2.406  -0.167
C 2.885 -1.011 1.461  -0.166
C 2.541 -0.596 0.161  -0.213
C 1.207 -0.481 -0.197  -0.577
H -1.291 2.238 0.315  0.219
H -0.140 1.745 1.611  0.251
H -1.701 2.507 2.040  0.252
H -1.684 0.152 2.356  0.441
H -3.530 1.003 0.217  0.232
H -3.755 -0.388 1.342  0.243
H -3.728 1.289 1.980  0.251
H -1.821 -1.442 0.635  0.247
H -1.468 -0.181 -0.558  0.210
H -0.236 -1.306 2.790  0.212
H 2.157 -1.580 3.418  0.254
H 3.939 -1.138 1.721  0.250
H 3.340 -0.373 -0.550  0.209

Record 2
Here is a cluster of 2 separate species, C13H13OS in total from the Open Molecules 2025 dataset. Energies are from ωB97M-V with the def2-TZVPD basis set.

Values from the calculation:
- orbital gap (alpha / beta) (eV) = 7.7 / 5.3
- spin multiplicity = 3
- electronic energy (a.u.) = -976.095000
- net charge = +1
- expectation value of S² = 2.01

Each line ends with the Löwdin spin population.
Positions of all 28 atoms, in Å:
C -3.770 0.936 0.790  0.007
C 3.410 1.750 0.540  0.040
C -3.230 -0.329 0.997  0.006
C -3.210 1.784 -0.172  0.006
C 3.268 0.349 0.649  0.008
C 2.446 2.486 -0.057  0.002
C -2.124 -0.682 0.317  0.017
C -2.093 1.346 -0.943  0.012
C 2.218 -0.345 0.038  0.017
C 1.325 1.823 -0.561  0.046
C -1.587 0.101 -0.696  0.091
C 1.218 0.430 -0.521  0.054
C 0.987 -4.319 0.138  0.784
O 0.105 -1.880 -1.338  0.430
S 0.010 -0.444 -1.610  0.275
H -4.605 1.185 1.305  0.001
H 4.297 2.303 0.836  0.002
H -3.617 -0.948 1.669  0.001
H -3.435 2.796 -0.491  0.001
H 4.045 -0.108 1.146  0.000
H 2.508 3.498 -0.224  -0.001
H -1.848 -1.699 0.672  0.001
H -1.889 2.095 -1.611  0.001
H 2.111 -1.356 -0.158  0.006
H 0.478 2.147 -1.161  0.002
H 0.497 -3.579 0.642  0.064
H 1.933 -4.637 0.460  0.059
H 0.554 -4.704 -0.656  0.068

Record 3
Here is the molecule C13H14 from the Open Molecules 2025 dataset. Energies are from ωB97M-V with the def2-TZVPD basis set.

Values from the calculation:
- orbital gap (eV) = 7.2
- energy relative to the best compared isomer or geometry (same formula, charge and spin) (kJ/mol) = 311.8
- electronic energy (a.u.) = -503.572791

Each line ends with the natural charge from an NBO analysis.
Positions of all 27 atoms, in Å:
C -1.247 -3.452 0.568  -0.352
C -1.394 -2.166 0.971  -0.260
C -0.813 -1.141 0.201  -0.023
C -0.102 0.169 0.184  0.000
C 0.129 1.353 0.865  -0.055
C -0.133 1.486 2.167  -0.187
C 0.065 2.724 2.804  -0.202
C 0.446 3.857 2.069  -0.199
C 0.696 3.770 0.733  -0.219
C 0.574 2.518 0.140  -0.171
C 0.232 -0.832 -0.929  -0.007
C 1.621 -1.663 -1.073  -0.641
C -0.354 -0.501 -2.291  -0.646
H -1.514 -4.431 1.055  0.208
H -0.663 -3.624 -0.292  0.183
H -2.081 -1.912 1.866  0.222
H -0.448 0.637 2.736  0.215
H 0.195 2.685 3.904  0.216
H 0.360 4.785 2.519  0.207
H 1.151 4.605 0.290  0.216
H 0.723 2.441 -0.891  0.204
H 2.306 -0.919 -1.611  0.218
H 1.306 -2.523 -1.628  0.208
H 1.806 -1.868 -0.020  0.219
H 0.048 0.507 -2.454  0.214
H -1.451 -0.451 -2.001  0.221
H -0.154 -1.384 -2.977  0.211

Record 4
Here is a structure of composition C13H14BGdNO2 from the Open Molecules 2025 dataset. Energies are from ωB97M-V with the def2-TZVPD basis set.

Values from the calculation:
- orbital gap (alpha / beta) (eV) = 3.0 / 4.6
- spin multiplicity = 8
- electronic energy (a.u.) = -1499.566037
- net charge = -1
- expectation value of S² = 16.25

Each line ends with the Löwdin spin population.
Positions of all 32 atoms, in Å:
C -0.005 -1.040 -1.402  -0.030
C -0.281 -2.171 -0.564  -0.014
C 0.827 -3.070 -0.666  -0.009
C 1.801 -2.487 -1.543  -0.015
C 1.292 -1.220 -1.990  -0.015
Gd 1.677 -0.951 0.421  7.031
N 0.434 0.960 0.667  -0.023
C -2.378 1.958 0.733  0.001
C -2.757 0.738 1.152  0.003
H 0.897 -4.053 -0.198  0.010
H -1.201 -2.336 -0.004  0.003
H 2.729 -2.952 -1.872  0.008
H 1.760 -0.559 -2.721  0.001
H -0.699 -0.233 -1.627  0.000
H -3.393 0.089 0.543  0.000
H -2.692 2.339 -0.248  0.000
H -0.510 1.298 0.574  0.000
H -2.441 0.335 2.122  0.004
H -1.828 2.660 1.372  0.000
O 1.791 3.105 1.434  -0.001
B 1.476 1.799 0.996  0.015
O 2.775 1.012 0.963  -0.024
C 3.743 1.886 1.422  0.006
C 5.054 1.590 1.749  0.021
C 5.786 2.602 2.385  0.006
C 5.199 3.843 2.663  0.001
C 3.876 4.134 2.304  0.001
C 3.140 3.124 1.691  0.004
H 5.449 0.604 1.514  0.015
H 6.824 2.411 2.661  0.001
H 5.780 4.608 3.178  0.000
H 3.415 5.102 2.485  0.000

Record 5
Here is a structure of composition C13H14Br2KN3S2Te from the Open Molecules 2025 dataset. Energies are from ωB97M-V with the def2-TZVPD basis set.

Values from the calculation:
- orbital gap (eV) = 5.9
- energy relative to the best compared isomer or geometry (same formula, charge and spin) (kJ/mol) = 126.3
- electronic energy (a.u.) = -7480.395044

Each line ends with the natural charge from an NBO analysis.
Positions of all 36 atoms, in Å:
K 1.093 -2.362 -1.354  0.908
Br 3.842 -1.552 -0.305  -0.091
C 4.524 -3.586 -0.324  -0.592
Br 2.956 -4.746 -0.217  -0.086
H 5.146 -3.792 0.538  0.208
H 5.020 -3.794 -1.265  0.205
Te 2.277 0.781 -0.286  -0.176
C 3.182 2.674 -0.398  -0.465
C 2.543 3.876 -0.267  -0.319
C 3.415 4.996 -0.414  -0.257
C 4.702 4.626 -0.651  -0.453
S 4.851 2.919 -0.700  0.438
H 1.483 3.956 -0.070  0.217
H 3.091 6.025 -0.345  0.214
H 5.566 5.256 -0.797  0.229
N -0.625 -0.558 -0.481  -0.390
C -1.598 0.048 -0.437  0.348
C -2.803 0.844 -0.425  -0.170
C -3.342 1.281 0.780  -0.167
C -4.516 2.016 0.775  -0.195
C -5.145 2.314 -0.425  -0.186
C -4.594 1.892 -1.628  -0.204
C -3.421 1.156 -1.632  -0.158
H -2.838 1.050 1.710  0.227
H -4.939 2.358 1.710  0.222
H -6.069 2.878 -0.424  0.221
H -5.077 2.137 -2.564  0.224
H -2.978 0.822 -2.561  0.230
N -0.161 -5.224 1.539  -0.782
C -0.876 -4.154 1.146  0.308
N -1.107 -3.215 2.079  -0.781
S -1.482 -4.007 -0.419  -0.352
H 0.363 -5.217 2.399  0.394
H 0.145 -5.857 0.822  0.419
H -0.879 -3.362 3.048  0.393
H -1.748 -2.480 1.842  0.422

Record 6
Here is a cluster of 5 separate species, C13H14Cl16F3N2O4P2S2 in total from the Open Molecules 2025 dataset. Energies are from ωB97M-V with the def2-TZVPD basis set.

Values from the calculation:
- orbital gap (eV) = 6.7
- electronic energy (a.u.) = -10056.003571
- net charge = -1

Each line ends with the natural charge from an NBO analysis.
Positions of all 56 atoms, in Å:
C 3.745 0.695 2.446  -0.699
C 3.256 -0.729 2.238  0.343
N 3.272 -1.572 3.185  -0.642
C 2.775 -1.041 0.866  -0.812
P 0.955 -0.567 0.419  0.595
C 0.357 -0.562 2.213  -0.027
C 0.306 0.641 2.908  -0.268
C -0.131 0.635 4.216  -0.171
C -0.491 -0.574 4.789  -0.269
C -0.405 -1.717 4.006  0.059
N -0.001 -1.719 2.743  -0.446
P -1.106 0.211 -0.375  1.460
O -1.510 -0.471 -1.772  -0.979
O -0.739 1.739 -0.870  -1.027
S -2.600 0.291 0.857  -0.655
S 0.264 -2.730 0.053  1.703
O 0.597 -2.961 -1.347  -0.991
O -1.142 -2.942 0.318  -0.937
C 1.153 -4.137 0.961  0.753
F 0.253 -5.064 1.265  -0.319
F 2.034 -4.700 0.131  -0.330
F 1.798 -3.799 2.055  -0.301
H 3.350 1.046 3.393  0.217
H 3.409 1.348 1.653  0.216
H 4.828 0.690 2.517  0.221
H 3.619 -1.121 4.030  0.312
H 3.052 -2.050 0.569  0.242
H 3.349 -0.398 0.202  0.213
H 1.382 -0.550 -0.966  -0.091
H 1.312 0.841 0.510  -0.161
H 0.587 1.569 2.440  0.211
H -0.196 1.558 4.767  0.204
H -0.820 -0.600 5.812  0.208
H -0.678 -2.669 4.436  0.187
H -0.746 -0.426 -2.364  0.496
H -0.113 2.124 -0.249  0.502
C 1.680 2.516 -4.104  -0.226
Cl 0.150 2.937 -4.866  0.067
Cl 2.048 3.685 -2.829  0.048
Cl 1.587 0.897 -3.426  0.070
Cl 2.971 2.548 -5.317  0.039
C 2.391 -3.742 -5.006  -0.226
Cl 4.145 -3.609 -5.234  0.032
Cl 2.048 -4.909 -3.748  0.093
Cl 1.742 -2.165 -4.559  0.066
Cl 1.650 -4.270 -6.527  0.031
C -3.757 3.615 -3.545  -0.230
Cl -3.560 5.363 -3.791  0.022
Cl -2.426 2.995 -2.590  0.114
Cl -5.275 3.310 -2.696  0.049
Cl -3.795 2.812 -5.126  0.029
C -7.309 3.531 1.089  -0.227
Cl -7.760 3.009 -0.537  0.053
Cl -7.682 2.246 2.240  0.059
Cl -5.586 3.882 1.133  0.083
Cl -8.229 4.985 1.513  0.036

Record 7
Here is a structure of composition C13H14F4IN4Ru from the Open Molecules 2025 dataset. Energies are from ωB97M-V with the def2-TZVPD basis set.

Values from the calculation:
- orbital gap (alpha / beta) (eV) = 7.3 / 4.6
- energy relative to the best compared isomer or geometry (same formula, charge and spin) (kJ/mol) = 18.9
- spin multiplicity = 5
- electronic energy (a.u.) = -1513.629723
- net charge = +3
- expectation value of S² = 6.05

Each line ends with the Löwdin spin population.
Positions of all 37 atoms, in Å:
Ru 0.319 0.639 -0.809  1.913
C -2.193 1.995 -1.295  0.020
N -0.862 2.300 -0.692  0.002
C -0.181 3.353 -1.493  0.018
C -0.955 2.664 0.749  0.007
C -1.313 1.430 1.549  0.040
N -0.682 0.257 0.903  0.384
C -0.917 -0.984 1.365  0.060
C -0.611 -2.093 0.536  0.078
F -0.157 -1.811 -0.722  0.063
C -0.825 -3.388 0.897  0.010
F -0.528 -4.354 0.049  -0.007
C -1.363 -3.682 2.156  0.178
C -1.683 -2.636 3.002  -0.009
F -2.185 -2.875 4.190  -0.018
C -1.480 -1.314 2.634  0.133
F -1.785 -0.366 3.494  0.049
H -2.837 2.872 -1.212  0.003
H -2.657 1.153 -0.786  0.002
H -2.064 1.756 -2.351  0.003
H 0.616 3.818 -0.917  0.001
H -0.893 4.115 -1.814  0.002
H 0.225 2.887 -2.401  0.002
H -1.685 3.463 0.895  0.000
H 0.022 3.044 1.048  0.003
H -2.392 1.263 1.590  0.012
H -0.968 1.543 2.576  0.012
H -1.535 -4.709 2.456  0.007
I 6.391 -0.864 -1.804  0.641
C 4.402 -0.978 -1.711  0.137
C 3.596 -2.017 -2.215  0.082
N 2.352 -1.680 -1.941  0.051
N 2.254 -0.483 -1.282  0.057
C 3.490 -0.050 -1.137  0.060
H 3.855 -2.931 -2.730  0.001
H 1.518 -2.222 -2.135  0.001
H 3.713 0.883 -0.643  0.003

electronic energy of number 3 (C13H14)?
-503.572791 a.u.